1.
The following is a quantum chemistry calculation of 2 unconnected molecules or ions with the total composition CH7N2Si, from the OMol25 dataset.

Properties
Energy relative to the best compared isomer or geometry (same formula, charge and spin) (eV): 2.1251
LUMO (eV): -4.47
Gap between HOMO and LUMO (eV): 10.673
Charge: +1

Geometry as XYZ:
```
11
Properties=species:S:1:pos:R:3:forces:R:3
C 0.9247 -0.0687 -0.3681 -0.8 2.3 1.3
N 1.7761 0.9068 -0.6485 -2.4 1.6 -0.6
N -0.3629 0.1036 -0.1261 -1.0 3.8 -3.3
Si -1.6005 -1.0000 0.6559 -0.8 4.3 0.4
H 1.4563 -0.9568 -0.0927 -0.4 -1.0 -0.1
H 2.7180 0.7339 -0.5108 2.1 -0.4 0.0
H 1.5069 1.9167 -0.7337 0.2 -1.6 0.0
H -0.9199 1.3426 -0.5593 2.4 -4.8 1.7
H -1.4674 -2.2307 0.1131 0.4 -2.7 -0.7
H -1.1374 -0.4686 1.9102 -0.2 -0.9 1.2
H -2.8939 -0.2787 0.3601 0.6 -0.6 0.0
```
Forces are in eV/Å.

These are the Mulliken partial charges, in e, on atoms 1 to 6: number 1, C, carries 0.2921; number 2, N, carries -0.3181; number 3, N, carries -0.4670; number 4, Si, carries 0.3617; number 5, H, carries 0.3276; number 6, H, carries 0.2464

---

2.
The following is a quantum chemistry calculation of a molecular structure, C51H54IrN3O3PS2, from the OMol25 dataset.

Properties
LUMO (alpha / beta) (eV): 0.16 / -2.83
Gap between HOMO and LUMO (alpha / beta) (eV): 6.110 / 5.317
Spin multiplicity: 6

Geometry as XYZ:
```
115
Properties=species:S:1:pos:R:3:forces:R:3
Ir -2.2404 0.9004 -0.2803 0.4 -0.7 -0.4
C 5.0394 3.4534 -2.6024 0.0 0.0 0.0
C 4.4404 2.6431 -1.4511 -0.1 0.0 0.0
C 4.7662 3.3727 -0.1408 0.0 0.0 0.0
C 5.1052 1.2596 -1.4366 0.0 0.0 0.0
C 2.9241 2.4661 -1.5745 0.0 0.1 -0.2
C 2.2365 1.8536 -0.5521 0.0 0.0 0.0
C 0.8482 1.6601 -0.6412 -0.1 0.1 -0.3
N 0.0283 1.0518 0.2218 0.0 0.0 0.3
C 0.4054 0.3246 1.3097 0.0 -0.1 0.1
C 1.5590 -0.4104 1.5057 -0.1 0.0 0.0
C 1.7664 -1.0904 2.7105 0.0 0.0 0.1
C 0.8218 -0.9749 3.7607 0.1 0.0 -0.1
C -0.3774 -0.3204 3.6127 0.0 0.0 -0.1
C -0.6526 0.2213 2.3061 0.0 0.0 -0.1
O -1.8083 0.5703 1.9506 -0.1 0.2 0.2
C -1.3999 -0.1591 4.7290 0.0 0.0 -0.1
C -0.8526 -0.6746 6.0601 0.0 0.0 0.1
C -2.6889 -0.9335 4.4135 -0.1 0.0 0.0
C -1.7281 1.3344 4.8890 0.0 0.1 0.0
C 3.0272 -1.9398 2.8454 0.0 0.0 0.0
C 3.0029 -3.0225 1.7533 0.0 0.0 0.0
C 4.2660 -1.0512 2.6543 0.0 0.0 0.0
C 3.1286 -2.6299 4.2042 0.0 0.0 0.0
C 0.1320 2.2148 -1.7853 0.0 0.1 0.1
O -1.1379 2.1511 -1.7853 0.1 0.0 -0.1
C 0.8631 2.7934 -2.8783 0.0 0.0 0.1
C 2.2233 2.8890 -2.7404 0.1 0.0 0.2
C 0.1197 3.2573 -4.1257 0.0 0.0 0.1
C 1.0850 3.7975 -5.1818 0.0 0.0 -0.1
C -0.6440 2.0741 -4.7430 0.0 0.0 -0.1
C -0.8679 4.3787 -3.7675 0.0 0.0 0.0
H 6.1083 3.5863 -2.4277 0.0 0.0 0.0
H 4.5884 4.4444 -2.6774 0.0 0.0 0.0
H 4.9248 2.9516 -3.5647 0.0 0.0 0.0
H 5.8463 3.5097 -0.0532 0.0 0.0 0.0
H 4.4305 2.8166 0.7347 0.0 0.0 0.0
H 4.2946 4.3564 -0.1149 0.0 0.0 0.0
H 6.1890 1.3687 -1.3562 0.0 0.0 0.0
H 4.8855 0.7100 -2.3541 0.0 0.0 0.0
H 4.7568 0.6585 -0.5942 0.0 0.0 0.0
H 2.7670 1.5325 0.3319 0.0 0.0 0.0
H 2.2795 -0.4964 0.7054 0.0 0.0 0.0
H 1.0526 -1.4333 4.7095 0.0 0.0 0.0
H -0.6624 -1.7500 6.0397 0.0 0.0 0.0
H -1.5942 -0.4912 6.8386 0.0 0.0 0.0
H 0.0695 -0.1659 6.3502 0.0 0.0 0.0
H -2.4978 -2.0068 4.3830 0.0 0.0 0.0
H -3.1277 -0.6374 3.4617 0.0 0.0 0.0
H -3.4175 -0.7485 5.2063 0.0 0.0 0.0
H -0.8308 1.9103 5.1267 0.0 0.0 0.0
H -2.4350 1.4605 5.7117 0.0 0.0 0.0
H -2.1764 1.7513 3.9881 0.0 0.0 0.0
H 3.0171 -2.5964 0.7491 0.0 0.0 0.0
H 2.1077 -3.6433 1.8362 0.0 0.0 0.0
H 3.8768 -3.6694 1.8576 0.0 0.0 0.0
H 4.2433 -0.5241 1.7000 0.0 0.0 0.0
H 5.1709 -1.6623 2.6762 0.0 0.0 0.0
H 4.3371 -0.3062 3.4489 0.0 0.0 0.0
H 2.2836 -3.2968 4.3851 0.0 0.0 0.0
H 3.1812 -1.9114 5.0242 0.0 0.0 0.0
H 4.0379 -3.2324 4.2334 0.0 0.0 0.0
H 2.7938 3.3235 -3.5440 0.0 0.0 0.0
H 1.8006 3.0407 -5.5121 0.0 0.0 0.0
H 1.6416 4.6667 -4.8251 0.0 0.0 0.0
H 0.5096 4.1117 -6.0536 0.0 0.0 0.0
H 0.0304 1.2366 -4.9427 0.0 0.0 0.0
H -1.0821 2.3851 -5.6940 0.0 0.0 0.0
H -1.4485 1.7306 -4.0962 0.0 0.0 0.0
H -0.3395 5.2354 -3.3430 0.0 0.0 0.0
H -1.6201 4.0420 -3.0579 0.0 0.0 0.0
H -1.3773 4.7126 -4.6744 0.0 0.0 0.0
O -3.9237 1.7928 -2.4186 0.1 0.2 0.2
C -3.3361 0.8388 -1.9883 -0.2 -0.3 -0.2
C -3.4022 -0.4629 -2.7773 0.1 0.1 0.2
C -4.2103 -0.5262 -3.9079 0.0 -0.1 -0.1
C -4.2481 -1.6863 -4.6620 0.0 0.0 0.0
C -3.4748 -2.7858 -4.2954 0.0 0.0 0.0
C -2.6718 -2.7233 -3.1700 0.0 0.0 0.0
C -2.6439 -1.5619 -2.4011 0.1 -0.1 -0.1
P -1.6036 -1.3676 -0.9334 -0.4 0.2 0.1
C 0.0204 -2.0037 -1.4638 0.0 0.0 -0.1
C 0.7556 -1.1954 -2.3315 0.1 0.0 0.0
C 1.9997 -1.5978 -2.7899 0.0 0.0 0.0
C 2.5234 -2.8191 -2.3860 0.0 0.0 0.0
C 1.7893 -3.6407 -1.5423 0.0 0.0 0.0
C 0.5402 -3.2397 -1.0850 0.1 0.0 0.0
C -2.2131 -2.6011 0.2510 0.1 0.0 0.0
C -3.4788 -3.1671 0.1417 -0.1 0.0 0.0
C -3.9399 -4.0466 1.1142 0.0 0.0 0.0
C -3.1333 -4.3818 2.1894 0.0 0.0 0.0
C -1.8649 -3.8238 2.3020 0.0 0.0 0.0
C -1.4147 -2.9246 1.3512 0.0 0.0 0.1
H -4.7880 0.3473 -4.1772 0.0 0.0 0.0
H -4.8730 -1.7376 -5.5440 0.0 0.0 0.0
H -3.4977 -3.6891 -4.8910 0.0 0.0 0.0
H -2.0630 -3.5756 -2.8891 0.0 0.0 0.0
H 0.3483 -0.2509 -2.6671 -0.1 0.1 0.0
H 2.5567 -0.9566 -3.4608 0.0 0.0 0.0
H 3.4969 -3.1349 -2.7388 0.0 0.0 0.0
H 2.1878 -4.5996 -1.2363 0.0 0.0 0.0
H -0.0223 -3.8887 -0.4270 0.0 0.0 -0.1
H -4.1146 -2.9191 -0.6988 0.0 0.0 0.0
H -4.9318 -4.4697 1.0265 0.0 0.0 0.0
H -3.4922 -5.0707 2.9427 0.0 0.0 0.0
H -1.2299 -4.0805 3.1408 0.0 0.0 0.0
H -0.4267 -2.4865 1.4558 0.0 0.0 0.0
S -3.4417 2.9304 0.9134 0.2 0.3 -0.2
C -4.5503 1.7508 1.3197 -0.3 0.1 0.3
S -4.4152 0.2008 0.6356 -0.2 0.0 0.1
C -5.5742 2.0622 2.2757 -0.1 -0.1 0.0
C -5.6757 3.3406 2.8913 0.1 -0.2 -0.1
N -5.7544 4.3618 3.4185 -0.1 0.0 0.0
C -6.5222 1.0772 2.6700 0.2 0.2 -0.1
N -7.2917 0.2814 2.9901 0.0 0.0 0.0
```
Forces are in eV/Å.

These are the Mulliken partial charges, in e, on atoms 1 to 6: number 1, Ir, carries 3.5305; number 2, C, carries -2.3744; number 3, C, carries 2.1121; number 4, C, carries -1.6685; number 5, C, carries -1.0483; number 6, C, carries -0.8461

---

3.
The following is a quantum chemistry calculation of a molecular structure, CH4N2O, from the OMol25 dataset.

Properties
Energy relative to the best compared isomer or geometry (same formula, charge and spin) (eV): 4.1505
LUMO (eV): 0.38
Gap between HOMO and LUMO (eV): 8.578

Geometry as XYZ:
```
8
Properties=species:S:1:pos:R:3:forces:R:3
C 0.0969 -0.1700 0.2097 4.3 -4.6 4.9
N -0.4521 0.9232 0.6691 -0.2 0.2 -0.6
N 0.1411 -0.6333 -1.0120 -0.5 0.6 -0.3
O 1.0325 -1.2053 1.3696 -3.7 4.0 -4.3
H -0.8650 1.6136 0.0550 0.0 0.0 0.2
H -0.3400 1.1138 1.6497 0.1 0.0 0.0
H -0.2493 -0.1420 -1.8059 0.0 -0.2 0.1
H 0.6359 -1.4999 -1.1353 0.1 0.0 0.1
```
Forces are in eV/Å.

These are the Mulliken partial charges, in e, on atoms 1 to 6: number 1, C, carries 0.4913; number 2, N, carries -0.3514; number 3, N, carries -0.3536; number 4, O, carries -0.6920; number 5, H, carries 0.2115; number 6, H, carries 0.2457

---

4.
The following is a quantum chemistry calculation of C5H13NSi in the gas phase, from the OMol25 dataset.

Properties
Energy relative to the best compared isomer or geometry (same formula, charge and spin) (eV): 2.3406
LUMO (eV): 0.84
Gap between HOMO and LUMO (eV): 9.071

Geometry as XYZ:
```
20
Properties=species:S:1:pos:R:3:forces:R:3
C 0.3151 1.5746 1.0758 -0.5 -0.7 0.0
C -0.6032 0.8055 0.4835 -0.1 0.5 -0.5
C 1.7299 1.1822 1.3309 -1.1 -0.1 1.9
C -1.8897 1.5336 0.1092 0.3 0.0 0.9
C 1.2863 -1.2894 -1.7849 -3.9 0.7 2.2
N -0.5524 -2.2984 0.8118 1.4 -0.7 0.8
Si -0.4630 -0.9298 -0.2791 1.7 -2.1 -2.0
H -0.1110 2.5443 1.3190 0.8 0.3 0.3
H 2.3032 1.5409 0.5331 1.3 0.6 -1.0
H 2.1248 1.5108 2.3198 -0.2 0.0 -0.8
H 1.7412 0.1065 1.3237 0.4 -0.6 -0.1
H -2.6751 0.7678 0.2220 -0.5 1.1 -0.1
H -1.9880 2.5206 0.6686 -0.3 -1.6 -0.1
H -1.7773 1.8869 -0.8985 -0.4 -0.3 -0.9
H 1.7877 -0.3633 -1.5879 0.9 0.0 -0.3
H 1.6180 -2.2298 -1.3126 0.2 0.6 -0.9
H 0.5974 -1.2724 -2.6733 1.3 -0.4 0.8
H -0.7699 -3.2998 0.5687 0.1 1.9 -0.2
H 0.3610 -2.3406 1.2862 -0.7 -0.2 0.3
H -1.4879 -1.5046 -1.1764 -0.6 1.1 -0.2
```
Forces are in eV/Å.

These are the Mulliken partial charges, in e, on atoms 1 to 6: number 1, C, carries -0.0792; number 2, C, carries 0.4821; number 3, C, carries -1.0806; number 4, C, carries -1.2832; number 5, C, carries -1.0151; number 6, N, carries -0.5494

---

5.
The following is a quantum chemistry calculation of C2H7N3 in the gas phase, from the OMol25 dataset.

Properties
Energy relative to the best compared isomer or geometry (same formula, charge and spin) (eV): 0.3943
LUMO (eV): 0.98
Gap between HOMO and LUMO (eV): 9.685

Geometry as XYZ:
```
12
Properties=species:S:1:pos:R:3:forces:R:3
C -1.7045 0.9059 0.3033 0.2 -0.5 -0.4
N -0.8575 -0.1457 -0.2491 -0.9 0.2 0.3
C 0.4736 -0.1491 -0.0394 0.4 -0.6 -0.1
N 1.1411 -1.2296 -0.6217 1.5 -0.3 0.2
N 1.0435 0.6780 0.7555 -0.5 1.2 -0.3
H -2.1135 0.6685 1.2860 0.0 -0.2 0.0
H -2.5114 1.0591 -0.4142 -0.1 0.3 0.2
H -1.0718 1.7715 0.4246 0.0 0.4 -0.1
H -1.3271 -0.9805 -0.5509 0.3 -0.2 0.0
H 1.1473 -1.5433 -1.5780 -0.9 0.5 -0.3
H 2.1035 -1.2374 -0.3015 -0.3 -0.1 0.1
H 1.9489 0.9902 0.4244 0.3 -0.7 0.4
```
Forces are in eV/Å.

These are the Mulliken partial charges, in e, on atoms 1 to 6: number 1, C, carries -0.7961; number 2, N, carries -0.2381; number 3, C, carries 0.4960; number 4, N, carries -0.4754; number 5, N, carries -0.7215; number 6, H, carries 0.2480

---

6.
The following is a quantum chemistry calculation of a gas-phase ion, C5H11N2S (charge +1), from the OMol25 dataset.

Properties
Energy relative to the best compared isomer or geometry (same formula, charge and spin) (eV): 1.2195
LUMO (eV): -3.12
Gap between HOMO and LUMO (eV): 10.632
Charge: +1

Geometry as XYZ:
```
19
Properties=species:S:1:pos:R:3:forces:R:3
C -1.2652 0.2686 0.1355 1.4 -0.6 0.5
C -0.0659 2.2022 -0.0757 0.8 1.9 -2.6
C 0.9296 1.1172 0.3078 -0.2 -2.4 -0.5
C 1.1213 -2.0187 -0.5669 -0.5 0.8 -0.4
C 0.5444 -1.4032 0.7173 -2.4 -0.4 -1.0
N -1.3549 1.5594 -0.0635 0.0 -0.2 0.1
N -0.0167 -0.0679 0.5199 -0.4 1.3 -0.8
S -2.4489 -0.9610 -0.0297 -0.6 -0.9 0.0
H -0.1956 3.1527 0.5144 1.0 -1.1 -0.4
H 0.1362 2.4363 -1.1986 -0.2 0.3 2.0
H 1.7601 0.7410 -0.3724 -1.5 1.0 -0.3
H 1.5414 1.2436 1.1523 0.0 0.6 1.8
H 0.4674 -2.0682 -1.4606 0.3 0.8 0.5
H 2.1373 -1.6450 -0.7578 -0.6 0.3 -0.3
H 1.2920 -3.0279 -0.4022 0.3 -2.1 0.7
H 1.3738 -1.2039 1.3092 1.3 -0.1 1.8
H -0.2706 -1.9848 1.2776 1.5 0.4 -0.9
H -2.0868 2.0280 -0.5244 -1.2 0.2 -0.4
H -3.5989 -0.3682 -0.4824 0.9 0.4 0.3
```
Forces are in eV/Å.

These are the Mulliken partial charges, in e, on atoms 1 to 6: number 1, C, carries 0.5197; number 2, C, carries -0.3605; number 3, C, carries -0.5933; number 4, C, carries -1.0076; number 5, C, carries -0.7192; number 6, N, carries -0.1329

---

| no. | largest force on an atom (eV/Å) | total energy (eV) |
| --- | --- | --- |
| 1 | 5.633 | -11999.65261 |
| 2 | 0.925 | -98173.09654 |
| 3 | 7.970 | -6126.35714 |
| 4 | 4.545 | -14761.71950 |
| 5 | 1.527 | -6657.56162 |
| 6 | 3.303 | -19171.66648 |